Here is a structure of composition C12H26BN2O2P2Sm at a distorted geometry from the Open Molecules 2025 dataset. Energies are from the ωB97M-V functional and the def2-TZVPD basis.

Geometry as XYZ:
```
46
Properties=species:S:1:pos:R:3:forces:R:3
Sm 0.393 0.857 0.419 1.8 -1.6 0.5
P 2.442 -0.831 0.852 0.3 -1.2 -0.9
C 2.301 -0.660 -0.990 0.1 1.7 -0.6
C 1.090 -1.244 -1.653 0.0 0.0 0.2
N -0.102 -0.722 -1.231 -0.4 -0.4 0.0
C -1.287 -1.166 -1.714 0.3 -0.2 0.0
C -1.312 -2.173 -2.666 -0.3 0.2 0.1
C -0.104 -2.689 -3.140 0.1 0.0 0.0
C 1.113 -2.217 -2.642 -0.3 0.0 0.2
C -2.574 -0.575 -1.162 0.2 -0.4 0.0
P -2.445 1.064 -0.288 -1.5 -0.5 -0.9
H 2.081 -2.586 -2.968 -0.3 -0.1 -0.1
H -2.292 -2.516 -3.014 0.6 0.0 0.0
H -0.117 -3.463 -3.904 0.0 0.1 0.2
H -3.287 -0.466 -1.999 0.1 -0.1 0.5
H -3.005 -1.278 -0.422 0.1 0.2 -0.4
H 2.210 0.696 -1.172 0.5 -3.0 0.1
H 3.271 -0.891 -1.471 -0.6 -0.2 0.1
H 0.530 2.979 -0.953 2.4 -1.4 -1.0
O 1.924 1.945 -0.967 -0.7 3.8 -0.7
H 2.473 2.594 -1.511 -0.8 -1.4 1.1
H -0.425 2.851 0.408 -0.8 2.6 -2.5
O -0.313 3.304 -0.569 -1.2 0.9 3.4
H -0.094 4.254 -0.387 -0.5 0.1 0.0
C -2.870 2.158 -1.692 0.2 0.4 -0.3
H -3.831 1.841 -2.127 0.3 0.1 0.2
H -2.966 3.207 -1.370 0.0 -0.3 -0.1
H -2.098 2.099 -2.475 -0.2 0.1 0.2
C -4.033 1.051 0.623 0.1 0.1 0.7
H -4.008 1.855 1.374 -0.2 -0.3 -0.2
H -4.901 1.206 -0.037 0.5 -0.1 0.1
H -4.147 0.092 1.152 0.0 0.4 -0.1
C 2.267 -2.610 1.144 -0.1 0.0 0.5
H 3.241 -3.071 0.918 -0.5 -0.1 0.1
H 2.001 -2.728 2.207 0.2 -0.3 -0.4
H 1.468 -3.023 0.510 0.3 0.1 0.3
C 4.186 -0.486 1.174 0.0 0.3 0.3
H 4.265 -0.230 2.241 0.3 -0.1 -0.3
H 4.756 -1.398 0.947 0.0 0.4 0.1
H 4.531 0.363 0.567 0.0 -0.3 0.2
B -0.072 0.248 5.147 0.0 -0.2 0.7
C -0.025 0.809 3.739 0.0 0.0 -0.3
N 0.022 1.209 2.631 -0.2 0.3 -0.3
H -1.088 0.676 5.664 0.2 0.0 -0.2
H 0.927 0.638 5.726 -0.2 0.0 -0.2
H -0.094 -0.974 5.082 0.0 0.3 -0.2
```
Forces are in eV/Å.

Relative energy (zero: lowest compared OMol25 entry of this formula, charge and spin) = 310.0 kJ/mol
HOMO-LUMO gap (alpha / beta) = 6.271 / 6.446 eV
Multiplicity = 6
E_HOMO (alpha / beta) = -14.729 / -14.744 eV
Total charge = +2
DFT total energy = -57081.118 eV
Largest force on an atom = 3.9 eV Å⁻¹